1.
12
Properties=species:S:1:pos:R:3:forces:R:3 method="wB97M-V/def2-TZVPD" multiplicity=1 de_lowest_kcal_mol=37.7 e_lumo_ha=0.036 homo_energy_ev=-9.724 gap_ev=10.7 total_energy_ha=-306.4462 smiles="O=C[C@H]1C[C@H]1O"
O -0.2114 1.8219 -1.0034 -0.089 -0.435 -0.143
O -1.2132 0.4002 1.3604 0.098 0.130 0.031
C -0.3446 0.6837 -1.4056 0.045 0.248 0.146
C -0.3864 -0.5666 0.8245 0.130 -0.265 0.108
C 0.0759 -0.5082 -0.6409 -0.011 -0.002 -0.220
C 1.0280 -0.2770 0.5184 0.155 -0.019 0.106
H -0.8355 0.4855 -2.3794 0.072 0.053 0.104
H 1.3392 0.7631 0.6124 -0.050 -0.191 0.040
H 1.7937 -1.0132 0.7348 -0.119 0.033 -0.114
H -0.6619 -1.5572 1.1753 0.091 0.140 -0.070
H 0.1163 -1.4485 -1.1824 -0.048 0.153 0.065
H -0.6999 1.2162 1.3859 -0.275 0.155 -0.053

---

2.
102
Properties=species:S:1:pos:R:3:forces:R:3 method="wB97M-V/def2-TZVPD" multiplicity=2 total_charge=+1 e_lumo_ha="-0.108 / -0.292" homo_energy_ev="-11.720 / -11.720" gap_ev="8.8 / 3.8" total_energy_ha=-2480.9977
O -3.2203 -0.5372 3.0554 0.531 1.306 -0.668
O -3.7219 -5.4280 -0.1334 0.087 0.182 -0.605
O 1.6616 5.2317 -2.4251 -0.394 0.140 -0.102
O 1.6463 0.6850 6.4653 0.206 -0.233 -0.636
O 0.9056 1.7916 -5.4140 -3.420 -1.177 1.752
O -1.9538 -5.7990 1.0970 -0.385 0.001 0.741
O -2.4251 4.6434 1.3819 -0.882 3.585 -0.733
O 1.9474 0.5316 4.2481 0.476 0.698 0.534
O 3.0343 4.4248 1.3784 0.216 -2.084 0.018
O 2.8436 0.8556 -4.7662 -2.213 1.967 -1.957
O 0.5966 1.2720 0.4731 0.083 1.489 1.079
O 2.7247 -3.5749 1.5912 -0.290 -0.135 1.206
O -2.2193 -1.2687 1.0257 -2.534 0.452 5.185
O -1.3265 -1.8665 -2.9030 0.283 0.672 -0.696
N 0.8700 3.9731 -0.7224 -0.245 0.363 -0.473
N -3.0650 -1.5452 -4.2786 -1.644 -0.689 -3.755
N -0.0618 -0.5739 -0.5215 -0.229 0.274 0.080
N 2.2493 3.2425 3.0819 0.683 -1.671 -0.302
N 3.1415 -1.8936 0.2664 -1.360 4.414 -1.769
N -1.0622 3.0779 2.0368 1.317 -0.935 0.261
C -4.4209 -2.4152 3.6815 -0.391 -1.224 -0.615
C -3.0143 -0.4237 -2.2612 -2.018 1.294 1.903
C -0.7347 4.7528 -2.2888 0.890 0.888 -0.606
C -2.8392 -1.4306 2.1565 1.250 -1.254 -3.306
C 0.7058 4.6856 -1.7948 -0.273 -1.082 0.972
C -2.1659 3.4910 1.4072 -1.296 -2.681 0.632
C -3.3578 -2.7728 2.6051 -1.245 -0.243 0.063
C 4.8315 -3.5534 0.4893 1.128 -1.152 0.127
C -1.5239 -4.3773 -0.7375 0.221 -0.793 0.069
C 1.4840 3.2538 -6.9974 -0.164 0.852 -2.403
C -2.3833 -1.3002 -3.2059 2.208 -1.327 1.831
C -3.2070 2.4638 0.9160 0.776 0.134 -0.579
C 2.1910 1.6439 -5.4806 4.235 -1.012 1.399
C 0.2769 2.8457 -6.1560 2.236 0.069 -0.730
C 1.2153 -0.0299 3.1843 -0.198 -1.035 -0.307
C -0.5582 -5.6195 1.1122 1.090 -1.909 -0.512
C 3.9529 2.1312 1.5678 -0.874 -0.055 0.713
C 0.8048 -1.3591 3.7876 -0.982 -1.438 -0.940
C -2.5419 -5.2758 0.0167 -0.370 1.257 -0.151
C 2.7713 2.6788 -6.4577 -0.654 -0.530 1.068
C 3.0611 3.3315 2.0170 0.228 2.595 -1.812
C -0.1981 -4.7892 -0.0859 0.688 2.103 -0.131
C -3.9591 -1.1181 4.2059 1.422 0.980 0.418
C 1.4345 0.0954 5.4436 -0.018 0.658 1.975
C 0.6701 0.5169 -0.4835 1.340 0.392 -1.496
C 3.4807 -2.9867 0.8460 1.231 -4.014 -0.100
C 0.5492 -1.1090 5.2612 -0.404 -0.151 -0.917
C 1.6702 0.7749 -1.6052 -0.082 -0.525 0.954
H -0.5035 2.4811 -6.8240 -0.110 -0.256 0.547
H -2.6554 -1.9278 -5.1188 0.255 -0.484 0.470
H 4.8101 2.3166 0.9207 -0.143 0.875 0.337
H -3.0453 2.3226 -0.1527 -0.071 0.070 -0.274
H 3.4893 -1.5472 -0.6163 0.412 -0.221 0.380
H 1.5745 3.9690 3.2747 0.417 -0.081 -0.045
H -4.1808 2.9408 1.0265 0.098 -0.194 0.132
H 1.7381 3.8424 -0.2230 0.675 0.142 0.441
H 4.2834 1.5504 2.4289 0.047 0.085 0.096
H 1.9396 -0.1974 -2.0176 0.000 0.333 -0.591
H -3.9992 -0.0731 -2.5696 0.077 0.202 -0.324
H 1.2953 1.4776 -2.3493 -0.013 -0.309 -0.129
H 1.4821 4.3074 -7.2766 0.173 -0.001 0.176
H 1.3951 2.7023 -7.9334 -0.445 0.315 -0.290
H 4.9000 -4.6403 0.5338 -0.762 -0.097 0.710
H -0.1536 -5.2496 2.0543 -0.548 0.248 0.053
H -0.5217 3.8057 2.4821 -0.005 -0.091 -0.248
H -4.0659 -1.4310 -4.3500 0.292 0.505 0.243
H -4.5432 -3.2392 4.3845 0.143 0.330 0.278
H -0.7570 -0.4427 0.1994 -0.768 -1.140 -0.005
H 0.4255 0.6564 2.8789 -0.351 -0.211 0.292
H -0.8065 5.6582 -2.8914 -0.484 -0.151 -0.032
H -0.2928 -0.9849 -1.4147 -0.274 -0.631 -0.211
H -1.3566 4.8034 -1.3950 -0.121 0.072 -0.119
H -0.0893 3.6531 -5.5218 -0.008 -0.310 0.346
H -3.1598 1.4557 1.3279 0.068 0.266 0.384
H -0.1629 -6.6270 0.9825 0.286 -0.085 0.251
H -2.6032 -3.4518 3.0022 0.269 0.244 -0.062
H -3.2339 -1.1479 5.0191 0.155 -0.315 -0.037
H -5.4121 -2.2348 3.2655 0.068 -0.298 -0.450
H 0.0235 3.5646 -0.3528 0.211 -0.258 0.524
H 3.4009 3.3652 -5.8916 0.112 -0.091 -0.111
H -1.7270 -3.3171 -0.5861 -0.361 -0.124 0.347
H -0.6030 2.2163 1.7782 -0.004 -0.153 0.152
H 1.6065 -2.0927 3.7030 0.300 0.238 -0.182
H 0.3020 -3.9129 0.3265 0.052 0.281 -0.252
H 5.5351 -3.2042 1.2451 0.156 0.173 -0.105
H 2.2964 -1.4565 0.6054 -0.192 -0.232 -0.287
H -4.7095 -0.4024 4.5419 -0.091 -0.033 -0.552
H 0.5391 -5.1774 -0.7887 -0.313 -0.596 0.147
H 3.3448 1.4443 0.9792 -0.427 0.021 0.097
H -1.4929 -4.4844 -1.8218 -0.378 -0.384 0.109
H 5.2882 -3.4631 -0.4962 -0.420 1.233 -0.188
H -3.8356 -3.2844 1.7696 0.244 -0.048 -0.113
H -3.2448 -1.0150 -1.3750 0.443 0.167 0.374
H -0.4890 -0.8898 5.5106 -0.076 0.675 -0.243
H 3.3264 2.1577 -7.2377 0.235 0.238 0.253
H -0.0128 -1.8248 3.2374 -0.240 0.096 0.049
H 2.5463 1.2056 -1.1202 0.082 0.099 -0.213
H 0.7030 -1.9872 5.8884 0.865 0.311 0.090
H -2.4247 0.4534 -1.9944 0.182 -0.243 0.047
H 2.1743 2.3136 3.4713 -0.291 0.232 0.783
H -0.9188 3.8610 -2.8879 -0.046 0.057 -0.004
H 1.8209 -0.1644 2.2880 0.364 0.109 0.278

---

3.
22
Properties=species:S:1:pos:R:3:forces:R:3 method="wB97M-V/def2-TZVPD" multiplicity=1 de_lowest_kcal_mol=128.3 e_lumo_ha=0.009 homo_energy_ev=-8.852 gap_ev=9.1 total_energy_ha=-379.6294
N -1.3977 -0.2562 0.0725 2.681 -1.612 1.241
N -1.7190 -0.2352 1.4580 -0.364 -0.133 -0.302
N -2.3028 -0.2186 -0.8855 0.090 -0.440 -0.847
N -3.5207 -0.0637 -0.7066 -0.409 0.068 0.297
C 1.1072 -1.5517 -0.0792 2.692 0.323 0.279
C 1.8410 -0.3923 0.0681 -0.437 -1.916 0.432
C 1.8426 0.3821 1.3379 -0.120 -0.121 0.014
C 0.5456 1.2557 -1.8123 -1.808 0.156 0.681
H 1.5314 1.6860 -1.9143 0.125 0.118 0.285
H 0.9557 -2.1419 0.8211 -0.852 0.409 0.230
H 1.3213 -2.1913 -0.9280 -0.283 0.256 -0.313
H -3.8021 -0.0294 0.2946 0.409 0.081 -0.035
H 2.5496 -0.0880 -0.6947 -0.457 0.221 -0.237
H 1.0691 0.0269 2.0169 0.027 -0.072 0.007
H 0.4266 0.3790 -2.4423 0.134 -0.158 0.051
H 0.1444 1.0207 -0.7837 1.179 0.208 -1.049
H -2.1210 0.6657 1.7169 0.068 -0.156 -0.122
H -2.3966 -0.9647 1.6837 0.005 0.112 0.026
H -0.3223 -0.9484 -0.0718 -3.155 2.159 -0.149
H -0.2365 1.9537 -2.1238 0.339 0.235 -0.434
H 2.8213 0.2713 1.8122 0.019 0.129 0.014
H 1.6630 1.4402 1.1602 0.119 0.132 -0.070

---

4.
103
Properties=species:S:1:pos:R:3:forces:R:3 method="wB97M-V/def2-TZVPD" multiplicity=1 total_charge=+1 e_lumo_ha=-0.132 homo_energy_ev=-9.712 gap_ev=6.1 total_energy_ha=-6188.3740
In 0.6268 -0.9025 -0.3519 0.016 0.306 -0.256
Se 3.9004 -2.7904 2.0150 -0.345 -0.119 -0.022
S 2.0796 -1.8511 -2.1599 -0.047 0.052 -0.181
P -2.0134 -0.3589 -0.0199 -0.165 -0.153 0.052
P 0.1287 0.4093 1.9827 0.021 0.051 0.147
Si 2.6698 1.8016 0.7768 0.055 0.167 0.028
Si -1.5713 1.2536 -2.5858 -0.044 0.189 -0.061
N 0.6391 -3.4022 0.1294 0.095 -0.008 -0.091
N -1.1492 0.1871 -1.2956 -0.027 -0.183 -0.115
N 1.2770 0.8043 0.8767 0.159 -0.219 0.082
N 3.2302 0.4922 -2.7960 -0.076 -0.006 -0.042
N 2.5566 -0.8320 -4.5377 -0.094 -0.120 0.000
N 3.4399 -4.4994 2.1265 0.153 0.096 0.095
N 2.4728 -2.3421 1.0547 0.321 -0.009 0.015
C -4.5812 0.5164 -0.5551 -0.022 -0.040 -0.041
C 3.0850 0.0614 -5.5638 -0.009 0.035 -0.092
C 2.9875 2.9605 2.2159 0.055 -0.086 -0.101
C -1.6270 3.1371 4.4595 -0.014 0.050 0.005
C 2.2249 -1.9073 5.3607 0.014 0.001 0.026
C -0.0167 -4.5162 0.0089 -0.098 -0.037 0.052
C 2.6369 -0.6034 -3.2374 0.159 -0.109 0.232
C 0.4038 -5.7614 0.5905 0.011 0.070 0.001
C -3.6362 1.3768 1.4754 0.071 0.005 0.087
C -3.4803 -2.7179 0.3573 0.004 0.020 0.120
C -5.7321 1.2538 -0.3383 -0.009 0.013 0.007
C -1.9121 2.9749 -1.9184 -0.051 -0.150 -0.054
C -0.5229 1.9368 2.6899 -0.043 -0.013 -0.047
C 0.5814 -1.8030 3.6104 -0.068 0.010 -0.057
C 0.9015 -0.4695 3.3760 -0.039 -0.023 -0.007
C -1.7898 4.2294 3.6190 0.005 0.001 0.008
C -1.3189 4.1796 2.3135 -0.001 0.007 0.018
C 4.2183 0.8867 -4.9789 -0.005 0.045 -0.008
C -3.9666 -3.9624 -0.0022 -0.020 -0.019 -0.017
C 3.7597 1.5302 -3.6806 -0.037 0.016 -0.002
C -0.9961 1.9922 3.9967 0.029 -0.047 0.058
C -3.0274 0.6912 -3.6445 0.104 0.058 0.090
C -2.7105 -1.9727 -0.5339 0.113 0.007 0.062
C -3.6925 -4.4814 -1.2635 0.020 0.008 -0.019
C -0.1021 1.3526 -3.7569 0.015 -0.033 0.238
C -4.7896 2.1144 1.6956 -0.044 0.027 -0.008
C -0.9482 -0.6864 1.2583 -0.061 0.023 0.060
C -0.6886 3.0368 1.8516 0.008 0.007 -0.061
C -2.9285 -3.7483 -2.1572 -0.016 -0.013 0.008
C 1.7873 -3.4469 0.8752 -0.086 0.148 -0.057
C -3.5120 0.5902 0.3370 0.026 0.034 -0.048
C 1.2449 -2.5207 4.5946 0.007 -0.022 0.015
C -2.4368 -2.4994 -1.7896 -0.018 0.044 -0.111
C 2.5301 -0.5682 5.1523 0.021 -0.027 0.023
C -5.8331 2.0644 0.7848 -0.001 -0.008 -0.010
C 2.3043 -4.6385 1.4740 -0.011 -0.024 0.012
C 1.8689 0.1454 4.1660 -0.010 0.036 -0.005
C 4.2084 0.7110 0.5945 -0.195 0.085 0.007
C 2.4691 2.9003 -0.7475 -0.068 -0.072 0.101
C 1.5497 -5.8411 1.3076 -0.016 -0.025 0.010
H 0.9876 -3.5564 4.7725 -0.004 -0.042 0.014
H -3.0826 -0.3950 -3.7221 -0.013 -0.050 -0.017
H -2.2381 3.6548 -2.7067 -0.010 0.034 -0.059
H -4.0825 -5.4494 -1.5470 -0.014 -0.031 -0.014
H -3.6968 -2.3198 1.3420 0.028 0.018 0.003
H 4.1106 -0.1006 -0.1304 -0.020 -0.083 -0.038
H 5.0964 1.2915 0.3441 0.070 0.060 -0.032
H 1.9220 2.4005 -1.5467 -0.005 -0.050 -0.053
H 4.5160 1.6552 -5.6903 -0.006 0.001 0.008
H 1.8723 3.7765 -0.4857 -0.009 0.038 0.081
H 4.3997 0.2333 1.5582 -0.003 -0.005 0.081
H -2.6980 2.9440 -1.1609 -0.029 0.005 0.037
H 2.0611 -1.6665 -4.8095 0.008 0.025 0.004
H -4.8720 2.7225 2.5859 -0.003 0.019 0.032
H -2.8430 1.4019 2.2079 -0.002 -0.010 -0.029
H -0.2817 2.0883 -4.5399 -0.038 0.074 -0.056
H -4.5243 -0.1401 -1.4134 0.018 -0.009 -0.035
H -2.7198 -4.1396 -3.1442 0.003 -0.018 -0.026
H 0.0667 0.3870 -4.2312 0.051 -0.135 -0.073
H 3.3253 0.5983 -1.7975 0.007 0.001 -0.028
H -0.9388 -4.4840 -0.5614 -0.004 0.024 -0.048
H 2.7373 -2.4652 6.1322 0.026 -0.020 0.032
H -6.5543 1.1862 -1.0377 -0.021 0.005 -0.014
H 2.2755 0.7018 -5.9245 0.055 0.013 -0.003
H -2.2832 5.1208 3.9821 -0.011 0.021 0.007
H -0.2178 -6.6289 0.4278 -0.018 -0.045 0.012
H -6.7332 2.6384 0.9579 -0.018 0.016 0.006
H 3.4324 -0.5539 -6.3932 -0.010 0.048 0.012
H -4.5689 -4.5274 0.6954 -0.023 -0.027 0.033
H -1.4509 5.0280 1.6560 -0.004 0.023 -0.024
H 2.0912 3.4839 2.5477 -0.076 0.002 -0.004
H 4.5815 2.0180 -3.1593 -0.002 -0.016 -0.035
H -1.8499 -1.9220 -2.4947 0.028 -0.014 0.064
H 2.0930 1.1944 4.0272 0.006 0.026 -0.022
H -0.3431 2.9826 0.8260 0.018 -0.013 -0.015
H -0.1975 -2.2553 3.0058 0.016 0.003 0.019
H -1.9912 3.1773 5.4768 -0.013 -0.002 0.028
H -2.9158 1.0871 -4.6552 0.023 0.035 -0.060
H 0.8006 1.6444 -3.2153 0.019 -0.003 -0.026
H 3.2740 -0.0790 5.7663 0.024 0.012 0.019
H 3.7033 3.7162 1.8852 0.028 0.055 -0.024
H 3.4184 3.2698 -1.1375 0.082 0.025 -0.029
H 1.8968 -6.7642 1.7501 0.016 -0.016 0.003
H -3.9835 1.0503 -3.2679 -0.045 0.021 0.050
H 3.4343 2.4598 3.0728 0.029 -0.032 0.045
H -0.8800 1.1390 4.6538 0.008 -0.015 -0.006
H 2.9848 2.2786 -3.8664 0.026 -0.005 0.000
H -1.0190 3.3984 -1.4564 0.079 0.010 0.020
H 5.0853 0.2515 -4.7912 -0.005 -0.017 0.010